{
  "formula": "C12H12NPS",
  "method": "ωB97M-V with the def2-TZVPD basis set",
  "orbital_gap_ev": 7.32,
  "de_lowest_kj_mol": 136.9,
  "total_energy_ev": -34250.5202,
  "lumo_energy_ev": -0.653,
  "spin_multiplicity": 1,
  "total_charge": 0,
  "smiles": "C1=CCC(S/P=N/c2ccccc2)=CC1",
  "species": ["C", "C", "C", "C", "S", "P", "N", "C", "C", "C", "C", "C", "C", "C", "C", "H", "H", "H", "H", "H", "H", "H", "H", "H", "H", "H", "H"],
  "coordinates": [[1.930, -2.912, 0.021], [1.942, -2.188, -1.077], [2.113, -0.644, -1.118], [2.441, -0.152, 0.310], [3.016, 1.545, 0.424], [1.346, 2.531, -0.352], [0.183, 1.503, -0.150], [-1.143, 1.582, -0.189], [-1.879, 2.539, 0.505], [-3.256, 2.413, 0.608], [-3.948, 1.370, -0.054], [-3.167, 0.427, -0.793], [-1.807, 0.557, -0.848], [2.279, -0.916, 1.333], [1.752, -2.351, 1.367], [1.767, -4.004, -0.063], [1.960, -2.796, -2.018], [2.946, -0.269, -1.836], [1.209, -0.148, -1.453], [-1.423, 3.458, 0.934], [-3.893, 3.129, 1.288], [-5.037, 1.236, 0.135], [-3.723, -0.303, -1.351], [-1.246, -0.150, -1.543], [2.536, -0.325, 2.234], [0.758, -2.274, 1.544], [2.341, -2.858, 2.142]]
}

***

{
  "formula": "C2H4O2P",
  "method": "ωB97M-V with the def2-TZVPD basis set",
  "orbital_gap_ev": 6.18,
  "de_lowest_kj_mol": 294.0,
  "total_energy_ev": -15521.3328,
  "lumo_energy_ev": 3.887,
  "spin_multiplicity": 1,
  "total_charge": -1,
  "species": ["C", "C", "O", "O", "P", "H", "H", "H", "H"],
  "coordinates": [[-1.212, -0.573, -0.592], [-0.517, 0.533, -0.298], [1.862, -0.931, -0.434], [2.062, 1.467, 0.307], [1.250, 0.274, 0.087], [-2.269, -0.279, -0.826], [-0.654, -1.505, -0.753], [-0.993, 1.529, -0.386], [0.471, -0.515, 2.894]]
}

***

{
  "formula": "C27H55FNO2",
  "method": "ωB97M-V with the def2-TZVPD basis set",
  "orbital_gap_ev": 8.55,
  "total_energy_ev": -37174.2701,
  "lumo_energy_ev": -3.167,
  "spin_multiplicity": 1,
  "total_charge": 1,
  "smiles": "CCCCCCCCCCCCCCCCCCCC[C@@H]1[NH2+][C@H](OCC)[C@@H](CCF)O1",
  "species": ["C", "C", "C", "C", "C", "C", "C", "C", "C", "C", "C", "C", "C", "C", "C", "C", "C", "C", "C", "C", "C", "N", "C", "O", "C", "C", "C", "C", "C", "F", "O", "H", "H", "H", "H", "H", "H", "H", "H", "H", "H", "H", "H", "H", "H", "H", "H", "H", "H", "H", "H", "H", "H", "H", "H", "H", "H", "H", "H", "H", "H", "H", "H", "H", "H", "H", "H", "H", "H", "H", "H", "H", "H", "H", "H", "H", "H", "H", "H", "H", "H", "H", "H", "H", "H", "H"],
  "coordinates": [[3.096, 3.527, 3.058], [2.134, 4.852, 2.862], [1.651, 5.118, 1.317], [0.986, 3.790, 0.599], [2.163, 2.937, -0.172], [1.822, 2.660, -1.774], [3.306, 2.487, -2.512], [3.365, 1.241, -3.576], [4.716, 0.358, -3.244], [4.515, -0.761, -2.060], [5.943, -1.076, -1.310], [5.887, -2.515, -0.460], [5.663, -2.297, 1.149], [4.097, -2.140, 1.614], [3.058, -3.192, 0.891], [1.500, -3.088, 1.474], [0.455, -3.307, 0.209], [-0.953, -4.040, 0.618], [-1.829, -3.274, 1.772], [-1.976, -1.654, 1.580], [-3.362, -1.157, 0.861], [-4.637, -1.032, 1.720], [-5.531, -0.289, 0.705], [-6.980, -0.439, 0.943], [-7.779, 0.414, 0.048], [-9.364, 0.571, 0.506], [-4.988, -0.890, -0.758], [-4.987, 0.324, -1.897], [-6.003, -0.074, -3.158], [-6.988, 1.051, -3.309], [-3.687, -1.595, -0.510], [2.435, 2.587, 3.302], [3.768, 3.280, 2.128], [3.809, 3.768, 3.976], [1.185, 4.744, 3.566], [2.762, 5.796, 3.189], [0.815, 5.945, 1.323], [2.558, 5.563, 0.687], [0.272, 4.210, -0.257], [0.401, 3.104, 1.345], [3.163, 3.562, -0.087], [2.347, 1.932, 0.435], [1.213, 3.582, -2.224], [1.229, 1.649, -1.919], [4.107, 2.282, -1.660], [3.604, 3.500, -3.019], [2.404, 0.543, -3.552], [3.476, 1.718, -4.654], [5.557, 1.117, -2.919], [5.072, -0.182, -4.226], [4.182, -1.772, -2.600], [3.749, -0.407, -1.241], [6.335, -0.183, -0.629], [6.746, -1.228, -2.152], [6.968, -3.009, -0.579], [5.140, -3.266, -0.967], [6.223, -3.157, 1.723], [6.198, -1.271, 1.438], [3.787, -1.002, 1.496], [4.057, -2.367, 2.780], [3.091, -2.944, -0.274], [3.496, -4.279, 1.023], [1.380, -1.985, 1.892], [1.367, -3.877, 2.332], [0.192, -2.284, -0.336], [1.016, -3.996, -0.560], [-0.653, -5.101, 1.073], [-1.583, -4.304, -0.360], [-1.436, -3.465, 2.883], [-2.926, -3.735, 1.750], [-1.989, -1.188, 2.679], [-1.088, -1.131, 1.025], [-3.131, 0.000, 0.680], [-5.038, -1.963, 1.991], [-4.486, -0.367, 2.523], [-5.360, 0.861, 0.917], [-7.817, -0.077, -1.037], [-7.361, 1.513, -0.065], [-10.077, -0.123, -0.149], [-9.550, 0.325, 1.644], [-9.725, 1.678, 0.304], [-5.775, -1.753, -1.001], [-3.918, 0.553, -2.314], [-5.424, 1.326, -1.436], [-5.422, -0.186, -4.182], [-6.640, -1.044, -2.891]]
}

***

{
  "formula": "C41H66B2BrF12N7O11PS2",
  "method": "ωB97M-V with the def2-TZVPD basis set",
  "orbital_gap_ev": 7.56,
  "de_lowest_kj_mol": 0.0,
  "total_energy_ev": -211504.8218,
  "lumo_energy_ev": -2.783,
  "spin_multiplicity": 1,
  "total_charge": 1,
  "species": ["C", "C", "P", "C", "C", "C", "N", "C", "N", "C", "C", "C", "Br", "C", "N", "B", "N", "O", "C", "C", "C", "C", "C", "C", "N", "C", "C", "C", "C", "S", "C", "S", "N", "C", "C", "O", "C", "C", "B", "N", "O", "H", "H", "H", "H", "H", "H", "H", "H", "H", "H", "H", "H", "H", "H", "H", "H", "H", "H", "H", "H", "H", "H", "H", "H", "H", "H", "H", "H", "H", "H", "H", "H", "H", "H", "H", "H", "H", "H", "H", "H", "H", "H", "H", "H", "H", "H", "C", "C", "O", "C", "O", "C", "F", "F", "F", "H", "H", "H", "H", "H", "C", "C", "O", "C", "O", "C", "F", "F", "F", "H", "H", "H", "H", "H", "C", "C", "O", "C", "O", "C", "F", "F", "F", "H", "H", "H", "H", "H", "C", "C", "O", "C", "O", "C", "F", "F", "F", "H", "H", "H", "H", "H"],
  "coordinates": [[3.109, -2.408, 3.419], [3.156, -0.875, 3.468], [1.505, -0.235, 2.979], [0.548, -0.487, 4.525], [1.604, 1.644, 2.728], [1.681, 2.402, 4.069], [2.640, 1.940, 5.046], [2.881, 2.004, 1.978], [2.965, 1.652, 0.542], [3.925, 0.606, 0.106], [3.404, -0.815, -0.125], [3.345, -1.212, -1.580], [3.545, -3.135, -1.774], [1.772, 1.652, -0.091], [1.681, 1.934, -1.350], [0.314, 1.828, -2.017], [-0.177, 0.503, -2.301], [-0.304, 2.994, -2.343], [2.802, 2.311, -2.171], [3.530, 3.477, -1.867], [4.644, 3.814, -2.669], [5.006, 3.003, -3.767], [4.246, 1.864, -4.085], [3.133, 1.508, -3.283], [0.566, 1.369, 0.525], [0.384, 2.058, 1.853], [-0.969, 1.576, 2.351], [-1.545, 2.312, 3.569], [-3.030, 2.651, 3.418], [-3.933, 2.308, 4.953], [-5.424, 1.610, 4.433], [-6.538, 1.262, 5.555], [-5.549, 1.381, 3.045], [-6.420, 2.392, 2.394], [-7.410, 1.728, 1.487], [-6.735, 0.878, 0.591], [-6.131, -0.203, 1.254], [-5.941, 0.007, 2.743], [0.202, 3.620, 1.485], [1.097, 4.683, 1.898], [-0.859, 3.829, 0.668], [3.474, -2.781, 2.476], [2.115, -2.793, 3.596], [3.752, -2.799, 4.193], [3.934, -0.528, 2.805], [3.411, -0.572, 4.474], [1.009, -1.301, 5.067], [0.473, 0.386, 5.153], [-0.440, -0.815, 4.245], [1.920, 3.438, 3.870], [0.718, 2.402, 4.555], [2.330, 1.138, 5.563], [3.566, 1.796, 4.685], [3.758, 1.590, 2.448], [2.969, 3.079, 2.040], [4.726, 0.592, 0.822], [4.376, 0.955, -0.815], [2.449, -0.995, 0.348], [4.094, -1.487, 0.363], [2.388, -0.989, -2.024], [4.157, -0.786, -2.141], [0.108, 0.217, -3.233], [-1.190, 0.508, -2.325], [0.239, 3.593, -2.864], [3.255, 4.081, -1.023], [5.203, 4.705, -2.457], [5.875, 3.241, -4.349], [4.505, 1.269, -4.939], [2.563, 0.626, -3.509], [0.459, 0.365, 0.668], [-0.957, 0.509, 2.533], [-1.648, 1.719, 1.524], [-0.984, 3.200, 3.827], [-1.460, 1.658, 4.426], [-3.176, 3.693, 3.180], [-3.496, 2.019, 2.681], [-5.819, 3.074, 1.804], [-6.955, 2.965, 3.141], [-8.172, 1.195, 2.050], [-7.908, 2.486, 0.904], [-5.182, -0.416, 0.775], [-6.746, -1.094, 1.153], [-6.850, -0.271, 3.264], [-5.173, -0.676, 3.078], [1.099, 4.831, 2.899], [0.860, 5.577, 1.485], [-0.944, 4.730, 0.348], [1.697, -3.818, -5.500], [2.987, -3.174, -5.955], [3.703, -4.027, -6.866], [3.314, -3.971, -8.129], [2.449, -3.292, -8.593], [4.195, -4.908, -8.982], [4.370, -6.080, -8.372], [5.389, -4.331, -9.162], [3.627, -5.107, -10.161], [1.894, -4.797, -5.064], [1.208, -3.197, -4.749], [1.013, -3.953, -6.337], [3.656, -3.021, -5.111], [2.809, -2.206, -6.423], [-5.890, -3.785, -2.674], [-5.446, -3.222, -1.344], [-4.356, -3.983, -0.776], [-3.150, -3.672, -1.198], [-2.835, -2.831, -1.988], [-2.112, -4.540, -0.456], [-2.500, -5.811, -0.391], [-1.966, -4.066, 0.791], [-0.944, -4.468, -1.075], [-6.151, -4.838, -2.566], [-6.758, -3.244, -3.033], [-5.099, -3.708, -3.420], [-6.247, -3.291, -0.612], [-5.149, -2.177, -1.422], [-5.077, 1.002, -7.342], [-4.883, -0.491, -7.479], [-5.752, -1.215, -6.583], [-6.989, -1.403, -7.011], [-7.470, -1.044, -8.041], [-7.770, -2.235, -5.973], [-7.535, -1.797, -4.728], [-7.379, -3.513, -6.048], [-9.068, -2.166, -6.215], [-4.933, 1.312, -6.307], [-4.359, 1.528, -7.970], [-6.081, 1.296, -7.647], [-3.879, -0.789, -7.188], [-5.057, -0.828, -8.499], [8.052, 1.136, 6.924], [7.537, -0.023, 7.747], [6.294, 0.318, 8.405], [5.197, 0.197, 7.696], [5.085, -0.161, 6.557], [3.974, 0.561, 8.564], [4.187, 1.670, 9.264], [3.705, -0.443, 9.402], [2.930, 0.742, 7.759], [8.157, 2.026, 7.543], [9.025, 0.885, 6.504], [7.371, 1.369, 6.105], [8.218, -0.265, 8.558], [7.389, -0.917, 7.145]]
}